Formula: C34H58N2O24
Source: the OMol25 dataset
Level of theory: ωB97M-V with the def2-TZVPD basis set

Last column: Mulliken charge in e.
Cartesian coordinates (Å):
C  -0.892096  2.565806  -5.830598  -0.53
O  -1.249107  1.512204  -4.992774  -0.21
C  -2.170872  1.751003  -4.021538  0.79
O  -2.533763  2.879913  -3.729088  -0.60
O  -2.725599  0.638181  -3.422211  -0.34
C  -2.200128  -0.596201  -3.761049  -0.34
H  -1.664088  2.764164  -6.595503  0.31
H  0.048100  2.259636  -6.310701  0.23
H  -0.786625  3.479672  -5.243744  0.10
H  -2.140956  -0.778187  -4.827946  0.36
H  -2.894966  -1.322086  -3.311792  0.22
H  -1.205322  -0.715673  -3.383505  0.00
C  2.385373  4.939744  1.608243  -0.83
O  2.769138  3.593351  1.242571  -0.13
C  3.797490  3.084345  1.900692  0.53
O  4.454713  3.560003  2.785775  -0.61
O  3.989429  1.828058  1.446432  0.03
C  5.150884  1.087791  1.968074  -0.59
H  1.337728  5.006731  1.345441  0.23
H  3.008291  5.683818  1.128502  0.29
H  2.505956  5.078466  2.649971  0.39
H  6.057006  1.672719  2.136606  0.37
H  5.353876  0.232069  1.297366  0.01
H  4.784739  0.639919  2.912278  0.32
C  4.777843  -2.585287  -1.211005  -0.15
O  5.599229  -1.995086  -2.197266  -0.37
C  6.279022  -0.852130  -1.887231  0.85
O  5.947590  -0.193048  -0.905815  -0.61
O  7.145102  -0.594746  -2.791634  -0.34
C  7.694444  0.759004  -2.709909  -0.68
H  4.208090  -1.802853  -0.639710  0.06
H  5.331687  -3.157027  -0.448845  0.41
H  3.990112  -3.156018  -1.705120  -0.11
H  8.739577  0.560367  -2.968386  0.27
H  7.698730  1.293083  -1.780519  0.32
H  7.280900  1.468170  -3.435335  0.28
C  -2.831933  1.359721  5.400347  -0.71
O  -1.544844  1.311564  4.778589  0.01
C  -0.818420  2.402405  5.072897  0.47
O  -1.156243  3.289618  5.796707  -0.57
O  0.411060  2.250188  4.434404  -0.14
C  1.425308  3.163129  4.846392  -0.64
H  -2.879500  1.196630  6.451946  0.38
H  -3.370089  0.502268  4.933702  0.19
H  -3.330462  2.299140  5.193358  0.27
H  1.444729  3.147304  5.922707  0.37
H  1.234979  4.127804  4.456278  0.23
H  2.435443  2.779030  4.508810  0.12
C  -2.126730  -5.370912  -4.765545  -0.87
O  -1.768589  -4.871512  -3.485769  -0.06
C  -2.497198  -5.487188  -2.530207  0.51
O  -3.408591  -6.250534  -2.625727  -0.53
O  -2.029832  -5.077644  -1.271204  -0.16
C  -2.409778  -5.938852  -0.201913  -0.80
H  -3.200726  -5.225072  -5.028465  0.30
H  -1.804086  -6.376202  -4.912373  0.36
H  -1.506007  -4.842542  -5.476401  0.27
H  -1.743872  -5.726012  0.634519  0.27
H  -2.308533  -6.967442  -0.534338  0.36
H  -3.412932  -5.770298  0.182893  0.29
C  0.901560  1.336968  -0.887044  0.19
O  0.789299  2.174210  -2.092665  -0.17
C  0.385651  3.439061  -1.859741  0.45
O  0.043524  3.878061  -0.823693  -0.43
O  0.365454  4.028608  -3.082719  -0.31
C  0.066325  5.411871  -3.200260  -0.89
H  1.386036  1.986584  -0.142509  -0.01
H  1.442899  0.463560  -1.130704  0.04
H  -0.066376  1.022806  -0.498034  0.10
H  -0.983318  5.527612  -2.913729  0.34
H  0.230127  5.740496  -4.187764  0.27
H  0.596430  6.020604  -2.467074  0.38
C  1.266214  -4.500858  -2.802259  -0.63
O  1.640909  -3.161067  -2.553989  0.12
C  1.604752  -2.293712  -3.557016  0.37
O  1.456606  -2.516326  -4.739108  -0.60
O  1.815372  -1.114033  -2.923722  0.33
C  2.057663  -0.050386  -3.798005  -0.91
H  1.222637  -4.823920  -3.851876  0.41
H  0.239099  -4.602258  -2.407457  -0.01
H  1.915548  -5.245528  -2.282149  0.27
H  3.037564  0.013046  -4.355028  0.27
H  2.063235  0.832795  -3.218559  0.26
H  1.292086  0.121745  -4.535965  0.34
C  -3.283930  2.945014  0.268791  -0.36
O  -4.670690  3.086554  0.689408  -0.35
C  -4.863735  3.154230  1.997633  0.77
O  -4.023406  2.968140  2.842203  -0.51
O  -6.103564  3.452325  2.253824  -0.37
C  -6.407748  3.525633  3.677772  -0.59
H  -2.709584  3.665313  0.840544  0.30
H  -3.289700  3.133373  -0.774713  0.26
H  -2.923971  1.997376  0.463101  0.06
H  -6.502558  2.501636  4.101281  0.27
H  -7.385050  3.985818  3.708037  0.23
H  -5.677824  4.098738  4.255427  0.28
C  -1.804351  -3.459582  5.780929  -0.65
C  -1.757820  -2.230702  5.156030  -0.23
C  -2.668365  -1.943278  4.161324  -0.28
N  -3.477079  -2.866015  3.658391  -0.55
C  -3.521997  -4.065969  4.213696  -0.43
C  -2.673555  -4.427200  5.267133  -0.28
H  -1.273594  -3.745650  6.674357  0.40
H  -1.099558  -1.464128  5.479306  0.58
H  -2.657987  -0.987163  3.693223  0.62
H  -4.221593  -4.723302  3.733106  0.42
H  -2.680323  -5.416792  5.702842  0.39
C  0.660017  -2.280380  0.460890  0.01
C  1.034008  -1.310006  1.426914  -0.82
C  -0.011261  -0.628796  2.037518  -0.28
N  -1.308762  -0.701980  1.625812  0.02
C  -1.584639  -1.528239  0.646115  -0.87
C  -0.659266  -2.441562  0.126231  -0.32
H  1.419029  -2.852052  -0.039447  0.42
H  2.064899  -1.087176  1.583269  0.54
H  0.128156  0.088380  2.855827  0.26
H  -2.602996  -1.515431  0.317791  0.51
H  -0.905206  -3.131535  -0.665852  0.56

Cartesian forces (eV/Å) of the 2 atoms listed first:
C 0.193 1.269 -0.670
O -1.245 -2.005 1.555

Results
Strongest force on any atom ... 4.97 eV/Å
SMILES string ... COC(=O)OC.COC(=O)OC.COC(=O)OC.COC(=O)OC.COC(=O)OC.COC(=O)OC.COC(=O)OC.COC(=O)OC.c1ccncc1.c1ccncc1
LUMO energy ... 0.51 eV
Spin multiplicity ... 1
Energy above the lowest of the compared OMol25 structures with the same formula, charge and spin ... 0.000 eV
HOMO-LUMO gap ... 9.714 eV
HOMO energy ... -9.20 eV

Formula: C22H21N3O3
Source: the OMol25 dataset
Level of theory: ωB97M-V with the def2-TZVPD basis set

Last column: natural (NBO) charge in e.
Cartesian coordinates (Å):
C  -2.584559  -3.426374  0.421373  -0.65
C  -1.295264  -2.802252  -0.016897  0.10
C  -0.110018  -3.134496  0.654535  -0.24
C  1.098480  -2.563174  0.335640  -0.16
C  1.127631  -1.621588  -0.690754  -0.16
C  2.136762  -0.779057  -1.269558  -0.08
C  3.565734  -0.684618  -0.857220  -0.53
C  3.787891  -0.697950  0.651040  0.69
O  4.678907  -1.346910  1.156642  -0.60
N  2.984383  0.080865  1.426234  -0.62
C  1.837826  0.791104  1.052995  -0.05
C  1.737697  1.885278  0.247692  0.25
C  2.815730  2.702099  -0.364208  -0.66
N  0.414059  2.171913  0.028090  -0.21
C  -0.060378  3.518265  -0.188940  -0.42
N  -0.337661  1.327072  0.843349  -0.28
C  -1.687536  1.065105  0.564676  0.12
C  -2.204702  1.249668  -0.714758  -0.20
C  -3.534257  0.963850  -0.963650  -0.22
C  -4.347508  0.476601  0.045290  -0.23
C  -3.823619  0.274137  1.311145  -0.20
C  -2.501861  0.575254  1.580667  -0.21
C  0.502329  0.419592  1.491274  0.62
O  0.138424  -0.450644  2.256373  -0.63
C  1.506726  -0.083489  -2.248085  0.10
O  0.184298  -0.386001  -2.341327  -0.44
C  -0.056694  -1.317272  -1.384127  0.35
C  -1.273267  -1.896020  -1.060787  -0.31
H  -2.516304  -4.512793  0.387324  0.22
H  -3.407875  -3.104647  -0.211043  0.21
H  -2.801656  -3.136598  1.448468  0.22
H  -0.160890  -3.850587  1.460709  0.21
H  1.998165  -2.821174  0.872260  0.22
H  4.125180  -1.541381  -1.244793  0.26
H  4.012877  0.219218  -1.276620  0.23
H  3.053859  -0.126221  2.416570  0.42
H  2.778613  2.643863  -1.451290  0.23
H  3.779816  2.339337  -0.019852  0.24
H  2.713504  3.747888  -0.076565  0.23
H  -1.147923  3.514744  -0.196528  0.24
H  0.281970  4.200725  0.596099  0.19
H  0.299131  3.872340  -1.154334  0.21
H  -1.563555  1.579172  -1.517916  0.22
H  -3.930495  1.108730  -1.958053  0.22
H  -5.382907  0.247276  -0.157312  0.21
H  -4.450462  -0.116085  2.098748  0.22
H  -2.085011  0.410364  2.559649  0.25
H  1.874870  0.645157  -2.944880  0.20
H  -2.170468  -1.630297  -1.597335  0.22

Cartesian forces (eV/Å) of the 2 atoms listed first:
C 0.020 0.001 0.003
C 0.088 0.012 -0.078

Results
Strongest force on any atom ... 1.02 eV/Å
SMILES string ... Cc1ccc2c(CC(=O)Nc3c(C)n(C)n(-c4ccccc4)c3=O)coc2c1
LUMO energy ... 0.45 eV
Spin multiplicity ... 1
Energy above the lowest of the compared OMol25 structures with the same formula, charge and spin ... 2.912 eV
HOMO-LUMO gap ... 8.406 eV
HOMO energy ... -7.95 eV

Formula: C7H13N
Source: the OMol25 dataset
Level of theory: ωB97M-V with the def2-TZVPD basis set

Last column: natural (NBO) charge in e.
Cartesian coordinates (Å):
C  -2.452198  -0.610699  0.349573  -0.41
N  -1.007823  -0.112641  0.395781  -0.43
C  -0.888723  1.299778  -0.258778  -0.23
C  0.759066  1.409496  -0.531836  -0.38
C  1.266111  0.054857  -0.266820  -0.13
C  1.592356  0.056606  1.228918  -0.59
C  1.205253  -1.446809  -0.602759  -0.35
C  -0.097721  -0.714176  -0.529056  -0.08
H  -2.994804  -0.696745  -0.569609  0.18
H  -2.477873  -1.582715  0.780708  0.20
H  -2.879475  0.183483  0.977135  0.20
H  -1.595425  1.245216  -1.207835  0.18
H  -1.230420  2.125948  0.388199  0.20
H  1.289404  2.112815  0.198064  0.21
H  1.008098  1.776927  -1.521030  0.22
H  2.651045  0.238631  1.392215  0.21
H  1.268836  -0.949966  1.536064  0.20
H  1.090352  0.759230  1.855695  0.20
H  1.467511  -1.986519  -1.612893  0.23
H  1.467915  -2.117894  0.263446  0.22
H  -0.315259  -0.614243  -1.586083  0.16

Cartesian forces (eV/Å) of the 2 atoms listed first:
C 1.980 1.942 1.311
N -1.040 0.315 -1.775

Results
Strongest force on any atom ... 3.07 eV/Å
SMILES string ... CN1CC[C@@]2(C)C[C@@H]12
LUMO energy ... 1.09 eV
Spin multiplicity ... 1
Energy above the lowest of the compared OMol25 structures with the same formula, charge and spin ... 5.296 eV
HOMO-LUMO gap ... 9.185 eV
HOMO energy ... -8.09 eV

> Among the records above, which one has the highest strongest force on any atom?

C34H58N2O24

> Among the records above, which one has the highest HOMO-LUMO gap?

C34H58N2O24